{"formula": "C32H21AsF5O5STl", "method": "ωB97M-V/def2-TZVPD", "de_lowest_kcal_mol": 0.0, "e_homo_ha": -0.0782, "energy_ev": -133719.3049, "e_lumo_ha": 0.153, "spin_multiplicity": 1, "charge": -2, "orbital_gap_ev": 6.29, "species": ["Tl", "O", "C", "O", "C", "C", "C", "C", "C", "O", "C", "C", "O", "O", "H", "H", "H", "H", "H", "H", "H", "H", "F", "C", "C", "F", "C", "F", "C", "S", "C", "F", "C", "F", "C", "C", "C", "C", "C", "C", "As", "C", "C", "C", "C", "C", "C", "C", "C", "C", "C", "C", "C", "H", "H", "H", "H", "H", "H", "H", "H", "H", "H", "H", "H", "H"], "positions_angstrom": [[9.70984, 13.77866, 8.45623], [6.65538, 16.17025, 10.72669], [7.58351, 15.36107, 10.47702], [7.78543, 14.76381, 9.37372], [8.45330, 14.97753, 11.64621], [8.71122, 13.43736, 11.68835], [9.05346, 12.93869, 13.09044], [10.41957, 13.63824, 13.29602], [10.70072, 14.18445, 11.88123], [9.97277, 13.31067, 11.04917], [9.93752, 15.51461, 11.73751], [10.50085, 16.31088, 10.54270], [10.62653, 17.52735, 10.69560], [10.86300, 15.66483, 9.51925], [7.95626, 15.28136, 12.56724], [7.98684, 12.86037, 11.07645], [8.34999, 13.19598, 13.88344], [9.15204, 11.86486, 12.99220], [10.47172, 14.39383, 14.07667], [11.17531, 12.91869, 13.57554], [11.80402, 14.21370, 11.56546], [10.09018, 16.18793, 12.58506], [5.83276, 6.63638, 9.79787], [6.95862, 7.38014, 9.68662], [6.96327, 8.75524, 9.83820], [5.81618, 9.34633, 10.21877], [8.13300, 9.47516, 9.67145], [8.01649, 10.78061, 9.73437], [9.36574, 8.89055, 9.34118], [10.81576, 9.80019, 8.96993], [9.31606, 7.49210, 9.26558], [10.40721, 6.77602, 9.02543], [8.16467, 6.76162, 9.40026], [8.17126, 5.40351, 9.19988], [15.88262, 11.52907, 5.87920], [16.17301, 11.03218, 7.14226], [15.34480, 11.32832, 8.24682], [14.19898, 12.10603, 8.05288], [13.90624, 12.52959, 6.76498], [14.70987, 12.23591, 5.67881], [13.02141, 12.77606, 9.46591], [14.22601, 14.20318, 10.08129], [14.25308, 15.52767, 9.63356], [15.24850, 16.36431, 10.05136], [16.14720, 15.96299, 11.03443], [16.01417, 14.68419, 11.63790], [15.08548, 13.80818, 11.13125], [14.88430, 12.37033, 11.52597], [15.65756, 11.68275, 12.50392], [15.36541, 10.39842, 12.82050], [14.35127, 9.71150, 12.14689], [13.58330, 10.33201, 11.15661], [13.84503, 11.66393, 10.88372], [16.61602, 11.31061, 5.07347], [17.06255, 10.45854, 7.26374], [15.65868, 10.99961, 9.23670], [12.97989, 13.04781, 6.56795], [14.44721, 12.57218, 4.68012], [13.52745, 15.91291, 8.89835], [15.31597, 17.35763, 9.58557], [16.86371, 16.68921, 11.42074], [16.62947, 14.39554, 12.44162], [16.49286, 12.15873, 12.99306], [15.88392, 9.90368, 13.59985], [14.08832, 8.66298, 12.38640], [12.74718, 9.79457, 10.71069]], "mulliken_charge": [1.002, -0.806, 0.053, -0.683, 0.251, 0.167, -1.236, -0.899, 0.583, -0.052, 0.261, -0.065, -0.834, -0.567, 0.392, 0.445, 0.396, 0.385, 0.435, 0.265, -0.525, 0.355, -0.334, 0.637, -0.227, -0.322, -0.041, -0.190, 0.210, -0.406, 0.212, -0.337, 0.145, -0.336, -0.428, -0.650, -0.302, 0.530, -0.258, -0.616, 0.054, 0.298, -0.923, -0.573, -0.742, -0.517, 0.756, 0.839, -0.701, -0.798, -0.426, -0.480, 0.485, 0.288, 0.419, 0.161, 0.348, 0.378, 0.329, 0.351, 0.323, 0.499, 0.346, 0.413, 0.338, -0.075]}